Here is an isolated molecule of C19H19N3O2S from OMol25. Energies are from ωB97M-V with the def2-TZVPD basis set.

Structure (XYZ):
```
44
Properties=species:S:1:pos:R:3:forces:R:3:mulliken_charge:R:1
C -3.0392 -2.4403 1.0095 -0.07 -0.05 0.04 -0.816
C -3.0176 -2.9869 -0.2693 -0.11 -0.09 -0.06 -0.440
C -1.8539 -2.9944 -1.0165 0.01 -0.03 -0.03 -0.643
C -0.7169 -2.4495 -0.4549 0.08 0.13 0.27 1.046
S 0.8858 -2.3379 -1.1302 0.03 0.14 0.30 -0.406
C 1.4014 -1.5444 0.3842 -0.37 -0.61 -0.56 0.889
N 2.7056 -1.2368 0.5937 0.39 -0.18 0.19 -0.128
C 3.5699 -1.0311 -0.5469 0.09 0.03 -0.11 -0.921
C 3.4162 0.4275 -1.0574 0.05 0.06 -0.02 -0.624
N 2.2610 0.9861 -0.3992 0.25 0.11 -0.16 0.537
C 1.6056 2.1163 -1.0250 -0.11 -0.05 0.11 -1.408
C 0.1485 2.0790 -0.6396 0.01 0.34 0.07 0.249
C -0.3720 2.9476 0.3045 0.19 -0.03 -0.20 -0.413
C -1.6975 2.8664 0.7294 -0.44 -0.21 0.01 -1.105
C -2.4717 1.8813 0.1706 0.31 -0.18 -0.30 1.040
C -1.9570 1.0048 -0.7871 -0.04 0.37 0.29 0.631
C -0.6538 1.0817 -1.2036 -0.38 -0.07 0.01 -0.664
O -2.9431 0.1486 -1.1962 0.49 0.09 -0.11 -0.459
C -4.0936 0.5054 -0.4625 -1.16 -0.59 -0.13 -0.292
O -3.7905 1.5857 0.3933 0.31 0.36 0.24 -0.490
C 2.4922 1.1510 1.0192 -0.13 0.00 0.04 -0.692
C 2.9248 -0.2141 1.5996 -0.01 0.06 0.23 -0.858
N 0.4759 -1.3911 1.2594 0.41 0.50 0.67 -0.467
C -0.7244 -1.8831 0.8377 -0.35 -0.37 -0.68 -0.601
C -1.9070 -1.8805 1.5676 0.08 0.06 0.00 -0.269
H -3.9577 -2.4587 1.5795 -0.07 0.00 0.03 0.429
H -3.9190 -3.4099 -0.6872 -0.08 -0.05 -0.03 0.393
H -1.8303 -3.4156 -2.0095 -0.05 -0.06 -0.11 0.419
H 3.3081 -1.7490 -1.3241 0.12 0.01 0.02 0.306
H 4.5972 -1.2270 -0.2280 -0.08 -0.05 -0.10 0.356
H 4.3357 1.0030 -0.8475 -0.03 -0.03 -0.07 0.376
H 3.2510 0.4314 -2.1354 0.04 0.06 0.01 0.402
H 1.6977 2.0060 -2.1080 0.06 0.05 0.03 0.460
H 2.0619 3.0778 -0.7348 -0.04 -0.03 -0.09 0.332
H 0.2617 3.7142 0.7258 0.11 0.07 0.03 0.396
H -2.0984 3.5432 1.4651 -0.06 0.09 0.10 0.436
H -0.2598 0.3974 -1.9360 0.09 -0.15 -0.11 0.520
H -4.8957 0.8020 -1.1584 0.24 0.00 0.12 0.247
H -4.4278 -0.3567 0.1350 0.15 0.22 -0.12 0.243
H 3.2647 1.9160 1.2216 -0.08 -0.02 -0.01 0.445
H 1.5541 1.4726 1.4732 0.07 0.02 0.04 0.322
H 2.3391 -0.4682 2.4811 0.14 0.06 -0.01 0.438
H 3.9870 -0.2233 1.8524 -0.05 -0.02 0.01 0.300
H -1.9181 -1.4467 2.5551 0.01 0.04 0.12 0.484
```
Forces are in eV/Å.

Results
energy relative to the best compared isomer or geometry (same formula, charge and spin) = 61.2 kcal per mole
energy = -39411.677 eV
SMILES string = c1ccc2sc(N3CCN(Cc4ccc5c(c4)OCO5)CC3)nc2c1

Here is a structure of composition C35H44GePb from OMol25. Energies are from ωB97M-V with the def2-TZVPD basis set.

Structure (XYZ):
```
81
Properties=species:S:1:pos:R:3:forces:R:3:mulliken_spin:R:1
Pb 0.5430 0.1158 -0.9341 0.00 0.11 -0.15 0.223
C 1.2615 0.3478 1.4176 0.12 0.03 0.19 0.000
C 2.4002 -0.2582 0.7773 0.00 0.00 0.01 -0.007
C 2.9886 0.7706 -0.0662 -0.05 -0.06 -0.03 0.075
C 2.1661 1.9196 0.0640 0.19 0.02 0.10 0.016
C 1.1190 1.6926 0.9975 -0.04 0.02 0.03 0.006
C 0.2511 2.7534 1.6419 0.05 -0.03 -0.03 -0.004
C 1.0073 3.2246 2.8960 -0.02 0.06 0.05 0.001
C -1.1045 2.1879 2.0592 -0.02 -0.03 -0.01 0.020
C 0.0516 3.9444 0.7010 -0.02 0.01 -0.04 -0.005
C 4.2134 0.7742 -0.9890 -0.07 -0.04 0.06 0.014
C 4.0071 -0.1405 -2.2081 0.01 -0.01 -0.02 0.024
C 5.4835 0.3867 -0.2163 0.04 0.00 -0.03 0.006
C 4.4539 2.1856 -1.5434 0.01 0.04 0.01 0.002
C 2.8570 -1.6522 1.2300 -0.06 0.06 -0.06 -0.012
C 3.8782 -1.4647 2.3653 0.02 -0.03 0.04 0.001
C 3.4513 -2.5243 0.1219 0.01 -0.03 -0.01 -0.001
C 1.6657 -2.4420 1.8009 -0.01 0.00 -0.01 0.004
H 0.6851 -0.1090 2.2070 -0.07 -0.03 -0.11 -0.023
H 2.3520 2.8701 -0.4100 -0.04 -0.06 -0.05 -0.014
H 1.1455 2.4026 3.6013 0.00 0.01 -0.01 0.000
H 0.4426 4.0124 3.3994 0.01 -0.02 -0.02 0.000
H 1.9901 3.6228 2.6365 -0.02 -0.01 0.00 -0.001
H -1.0086 1.3415 2.7437 0.00 0.04 -0.02 0.000
H -1.6782 1.8473 1.1958 0.00 0.01 -0.02 0.006
H -1.6919 2.9572 2.5642 0.03 -0.02 0.00 0.001
H 0.9824 4.4921 0.5394 -0.03 -0.03 -0.01 0.000
H -0.6674 4.6423 1.1331 0.03 0.00 0.01 0.000
H -0.3296 3.6318 -0.2762 -0.01 -0.01 0.04 0.005
H 3.7682 -1.1656 -1.9377 0.01 0.07 -0.04 -0.003
H 4.9126 -0.1549 -2.8187 -0.02 0.00 0.01 0.001
H 3.1971 0.2461 -2.8346 0.03 0.00 0.01 -0.005
H 5.4913 -0.6500 0.1091 0.00 0.04 -0.02 -0.001
H 5.6088 1.0203 0.6645 -0.01 -0.01 -0.03 0.001
H 6.3540 0.5328 -0.8588 -0.02 -0.01 0.01 -0.001
H 3.6185 2.5355 -2.1542 0.03 -0.01 0.02 0.001
H 5.3378 2.1638 -2.1824 -0.03 0.01 0.01 0.000
H 4.6376 2.9126 -0.7488 -0.01 -0.04 -0.02 -0.002
H 4.7613 -0.9187 2.0374 -0.04 -0.03 0.02 -0.001
H 4.1992 -2.4402 2.7382 -0.01 0.03 -0.01 0.000
H 3.4308 -0.9150 3.1963 0.01 -0.01 -0.02 0.000
H 4.3653 -2.1220 -0.3031 -0.03 -0.03 0.03 0.000
H 2.7323 -2.6749 -0.6891 0.00 -0.01 0.02 0.001
H 3.6921 -3.5061 0.5330 -0.01 0.01 0.00 0.000
H 1.2798 -2.0141 2.7265 0.01 0.01 -0.02 0.000
H 1.9894 -3.4579 2.0299 0.00 0.02 0.00 0.000
H 0.8424 -2.5138 1.0811 0.03 0.00 0.01 0.003
C -3.8224 2.4561 -3.9430 0.01 0.01 0.02 0.022
C -3.1090 2.8628 -2.8215 -0.01 -0.06 0.00 -0.011
C -2.6945 1.9212 -1.8899 -0.07 0.02 -0.08 0.039
C -2.9912 0.5665 -2.0684 -0.01 0.14 -0.11 0.027
C -3.7039 0.1686 -3.2024 0.02 0.14 -0.03 0.038
C -4.1212 1.1135 -4.1311 0.02 -0.02 0.02 -0.009
Ge -2.4433 -0.7562 -0.7822 -0.12 -0.11 0.06 0.230
C -3.1271 -0.5175 0.9944 0.03 0.06 0.18 0.123
C -4.0979 0.4495 1.2563 0.00 -0.03 0.11 0.050
C -4.5810 0.6186 2.5479 0.03 -0.02 -0.02 -0.008
C -4.0909 -0.1677 3.5832 0.01 0.00 -0.03 0.027
C -3.1170 -1.1282 3.3321 -0.01 0.03 -0.05 -0.010
C -2.6343 -1.3003 2.0421 -0.07 0.04 0.08 0.048
C -2.6626 -2.5482 -1.4376 0.10 -0.15 0.00 0.049
C -3.3661 -3.4825 -0.6736 0.05 -0.12 -0.14 0.043
C -3.5714 -4.7669 -1.1634 0.02 0.06 0.03 -0.010
C -3.0677 -5.1279 -2.4054 0.00 0.00 0.00 0.028
C -2.3580 -4.2074 -3.1674 0.00 0.02 0.03 -0.017
C -2.1543 -2.9235 -2.6846 -0.03 -0.08 0.02 0.011
H -4.1482 3.1882 -4.6706 0.01 -0.01 0.02 0.001
H -2.8819 3.9107 -2.6714 0.00 -0.01 -0.01 0.000
H -2.1532 2.2583 -1.0106 0.00 -0.04 0.02 -0.002
H -3.9452 -0.8761 -3.3581 0.00 0.01 0.01 0.003
H -4.6818 0.7994 -5.0025 0.01 0.01 0.02 0.000
H -4.4816 1.0711 0.4544 0.00 -0.02 0.01 0.003
H -5.3418 1.3631 2.7457 0.01 -0.02 0.00 0.001
H -4.4718 -0.0354 4.5878 0.01 0.00 -0.01 0.001
H -2.7381 -1.7417 4.1398 -0.01 0.01 -0.01 0.000
H -1.8768 -2.0556 1.8538 -0.01 0.02 -0.01 -0.014
H -3.7672 -3.2096 0.2954 0.00 0.01 -0.02 0.005
H -4.1270 -5.4849 -0.5739 0.01 0.01 -0.01 0.000
H -3.2284 -6.1297 -2.7828 0.00 0.02 0.01 0.001
H -1.9677 -4.4897 -4.1366 0.00 0.00 0.01 -0.001
H -1.6099 -2.2088 -3.2941 -0.01 0.00 0.01 -0.002
```
Forces are in eV/Å.

Results
multiplicity = 2
net charge = +1
energy = -98766.602 eV
expectation value of S² = 0.758

Here is the ion C5H7N2 with charge +1 from OMol25. Energies are from ωB97M-V with the def2-TZVPD basis set.

Structure (XYZ):
```
14
Properties=species:S:1:pos:R:3:forces:R:3:mulliken_charge:R:1
C 1.6574 0.4317 0.7210 0.14 -1.78 -0.54 -0.162
C 1.1765 -0.6551 -0.0754 2.69 -0.41 1.58 -0.242
C -2.0782 0.7896 -0.7778 -0.10 -0.92 -0.10 -0.066
C 0.8434 1.4541 0.9963 -1.53 2.71 -0.66 -0.397
C -0.1509 -0.8994 -0.5415 -1.10 -0.64 -1.67 0.018
N -1.2068 -0.1144 0.0385 0.52 0.22 1.80 -0.166
N -2.5624 -0.3332 -0.3153 1.12 2.81 0.39 -0.222
H 2.6670 0.3805 1.1304 -0.20 -0.03 -0.33 0.360
H 1.9963 -1.4201 -0.3155 -1.55 0.96 0.00 0.381
H -0.1535 1.5267 0.4745 1.42 0.10 1.04 0.235
H 1.1793 2.3771 1.5428 -0.36 -1.28 -0.23 0.314
H 0.1065 -0.4467 -1.5846 -0.37 -1.02 0.36 0.319
H -0.4744 -2.0091 -0.5764 0.96 1.68 -0.40 0.365
H -3.0002 -1.0818 -0.7169 -1.63 -2.40 -1.23 0.262
```
Forces are in eV/Å.

Results
net charge = +1
energy relative to the best compared isomer or geometry (same formula, charge and spin) = 201.4 kcal per mole
energy = -8264.042 eV

Here is a structure of composition C32H23Cl2GaNO4S from OMol25. Energies are from ωB97M-V with the def2-TZVPD basis set.

Structure (XYZ):
```
64
Properties=species:S:1:pos:R:3:forces:R:3:mulliken_charge:R:1
C 2.5195 0.5143 0.4401 -0.40 1.11 -0.53 -1.067
C 1.4354 1.5913 -0.0325 0.04 -0.89 -0.43 0.178
Cl 2.3286 2.9552 -0.9424 -0.09 -0.19 0.71 -0.239
C 0.3860 1.0033 -1.0577 0.54 1.35 0.91 -0.521
Cl 1.3428 0.2051 -2.4295 -0.92 0.64 1.23 -0.253
Ga -0.9630 -0.3235 -0.2439 0.55 -1.30 -0.80 0.430
N -2.6197 0.6427 0.2953 0.77 1.87 0.92 -0.300
C -2.4422 1.8286 0.2332 -1.24 -0.20 -1.96 0.184
S -2.4376 3.3740 -0.3733 0.26 -1.06 1.23 -0.360
H 2.0092 -0.4819 0.5136 0.59 0.90 0.13 0.213
H 2.9786 0.8480 1.4196 -0.49 -0.54 -1.13 0.286
H 3.3023 0.4994 -0.3737 -0.78 -0.23 1.08 0.385
H 0.9459 2.1058 0.8488 0.33 -0.62 -1.18 0.180
H -0.1503 1.8894 -1.5046 0.62 -1.05 0.23 0.387
H -0.3764 -1.1174 1.0120 -0.07 0.28 0.18 -0.255
H -1.4230 -1.3458 -1.4081 -0.02 0.33 0.25 -0.311
C -2.2238 1.1933 3.6284 0.00 0.01 0.10 -0.593
C -0.8617 1.4853 3.6483 -0.04 0.11 0.09 -0.468
C -0.3935 2.5685 4.3793 0.04 -0.18 -0.14 -0.681
C -1.2855 3.3721 5.0843 -0.09 -0.07 -0.07 0.321
C -2.6535 3.0935 5.0446 0.11 -0.07 -0.07 0.253
C -3.1175 1.9957 4.3241 0.06 -0.15 -0.11 -0.536
C -3.6211 3.9681 5.7493 -0.62 -0.31 -0.17 0.604
O -4.8135 3.7260 5.7201 0.13 0.11 0.09 -0.679
C -3.1115 5.1522 6.4865 0.08 0.24 0.13 0.152
C -4.0113 6.0161 7.1060 -0.05 0.20 0.14 -0.549
C -3.5445 7.1181 7.8085 0.04 -0.11 -0.06 -0.446
C -2.1760 7.3570 7.9030 0.00 -0.10 -0.07 -0.445
C -1.2765 6.5020 7.2827 -0.05 0.20 0.13 -0.540
C -1.7421 5.4030 6.5649 -0.16 0.16 0.13 0.174
C -0.7722 4.5149 5.8755 0.72 -0.06 -0.12 0.515
O 0.4239 4.7273 5.9558 -0.18 0.05 0.07 -0.680
H -2.5874 0.3425 3.0642 0.06 0.10 -0.02 0.402
H -0.1654 0.8653 3.0935 -0.09 0.00 0.00 0.585
H 0.6678 2.7886 4.3956 -0.12 0.10 0.10 0.459
H -4.1766 1.7677 4.3008 0.07 0.16 0.06 0.454
H -5.0775 5.8330 7.0382 0.13 -0.14 -0.08 0.456
H -4.2472 7.7923 8.2857 0.04 -0.05 -0.03 0.384
H -1.8116 8.2144 8.4581 -0.02 -0.06 -0.04 0.385
H -0.2122 6.6944 7.3548 -0.06 -0.15 -0.12 0.458
C 1.6194 -8.5360 -4.9311 0.01 0.12 -0.02 -0.449
C 1.6169 -8.5334 -6.3235 0.02 0.12 0.02 -0.451
C 1.7432 -7.3381 -7.0165 -0.02 -0.25 -0.01 -0.513
C 1.8607 -6.1380 -6.3198 -0.04 -0.22 0.14 0.154
C 1.8388 -6.1385 -4.9252 -0.02 -0.23 -0.15 0.122
C 1.7293 -7.3419 -4.2330 -0.03 -0.23 0.00 -0.514
C 1.9136 -4.8620 -4.1685 -0.01 0.20 0.72 0.533
O 1.8985 -4.8652 -2.9531 0.04 -0.11 -0.18 -0.661
C 1.9982 -3.5878 -4.9220 0.00 0.24 -0.14 0.010
C 2.0111 -2.3787 -4.2300 0.05 0.08 -0.02 -0.305
C 2.1037 -1.1802 -4.9267 0.17 0.04 -0.22 -0.191
C 2.1930 -1.1881 -6.3168 0.00 -0.21 0.08 -0.862
C 2.1747 -2.3900 -7.0110 -0.01 0.23 -0.04 -0.528
C 2.0677 -3.5921 -6.3178 0.00 0.06 0.09 0.182
C 2.0134 -4.8667 -7.0712 0.04 0.21 -0.68 0.621
O 2.0870 -4.8743 -8.2873 -0.01 -0.09 0.14 -0.688
H 1.5297 -9.4715 -4.3902 0.00 0.07 -0.03 0.386
H 1.5183 -9.4659 -6.8681 0.01 0.06 0.03 0.383
H 1.7460 -7.3412 -8.1005 0.03 0.17 0.10 0.451
H 1.7253 -7.3481 -3.1491 -0.01 0.18 -0.09 0.468
H 1.9449 -2.3678 -3.1486 -0.02 -0.12 -0.11 0.572
H 2.1088 -0.2325 -4.3866 0.11 -0.47 -0.51 0.520
H 2.2725 -0.2528 -6.8596 -0.01 -0.06 0.04 0.388
H 2.2395 -2.3886 -8.0930 -0.03 -0.17 0.09 0.452
```
Forces are in eV/Å.

Results
net charge = -1
energy = -131496.482 eV

Copy entry 3 word for word.
Here is the ion C5H7N2 with charge +1 from OMol25. Energies are from ωB97M-V with the def2-TZVPD basis set.

Structure (XYZ):
```
14
Properties=species:S:1:pos:R:3:forces:R:3:mulliken_charge:R:1
C 1.6574 0.4317 0.7210 0.14 -1.78 -0.54 -0.162
C 1.1765 -0.6551 -0.0754 2.69 -0.41 1.58 -0.242
C -2.0782 0.7896 -0.7778 -0.10 -0.92 -0.10 -0.066
C 0.8434 1.4541 0.9963 -1.53 2.71 -0.66 -0.397
C -0.1509 -0.8994 -0.5415 -1.10 -0.64 -1.67 0.018
N -1.2068 -0.1144 0.0385 0.52 0.22 1.80 -0.166
N -2.5624 -0.3332 -0.3153 1.12 2.81 0.39 -0.222
H 2.6670 0.3805 1.1304 -0.20 -0.03 -0.33 0.360
H 1.9963 -1.4201 -0.3155 -1.55 0.96 0.00 0.381
H -0.1535 1.5267 0.4745 1.42 0.10 1.04 0.235
H 1.1793 2.3771 1.5428 -0.36 -1.28 -0.23 0.314
H 0.1065 -0.4467 -1.5846 -0.37 -1.02 0.36 0.319
H -0.4744 -2.0091 -0.5764 0.96 1.68 -0.40 0.365
H -3.0002 -1.0818 -0.7169 -1.63 -2.40 -1.23 0.262
```
Forces are in eV/Å.

Results
net charge = +1
energy relative to the best compared isomer or geometry (same formula, charge and spin) = 201.4 kcal per mole
energy = -8264.042 eV